1.
70
Properties=species:S:1:pos:R:3 method="wB97M-V/def2-TZVPD" s2=0.783 charge=-1 e_homo_ev="-3.37 / -3.38" spin_multiplicity=2 total_energy_ev=-338279.638 homo_lumo_gap_ha="0.195 / 0.210" lumo_ha="0.071 / 0.085" de_lowest_kj_mol=0.0
V 0.29404 -1.59365 -2.37711
C 3.06806 0.93243 2.86937
C 3.84188 0.37950 1.66260
C 5.05547 1.27654 1.37389
C 4.36405 -1.01071 2.03109
C 2.92316 0.34725 0.44193
C 2.58017 -0.83818 -0.20737
C 1.73773 -0.76651 -1.29410
Br 0.17940 -3.78682 -1.34775
C 1.18161 0.42789 -1.75330
O 0.32242 0.21532 -2.74744
C 1.48137 1.63781 -1.09746
C 2.36215 1.54451 -0.02858
C 0.81722 2.93410 -1.54280
C 1.10803 3.17505 -3.03360
C 1.31549 4.14424 -0.74997
C -0.70216 2.80272 -1.34600
H 3.71154 0.96618 3.75330
H 2.20925 0.29644 3.09164
H 2.69989 1.94092 2.67614
H 5.73288 1.29275 2.23238
H 4.75255 2.30191 1.15871
H 5.60153 0.89524 0.50915
H 5.02669 -0.93287 2.89635
H 4.93279 -1.44712 1.20822
H 3.55183 -1.69127 2.29392
H 2.95473 -1.80005 0.12053
H 2.62110 2.46015 0.48944
H 2.18297 3.27338 -3.20475
H 0.61262 4.08837 -3.37253
H 0.73495 2.34509 -3.63132
H 2.39305 4.28141 -0.87065
H 1.09097 4.04535 0.31499
H 0.81423 5.04249 -1.11578
H -1.09878 1.99178 -1.95941
H -1.19823 3.73080 -1.64282
H -0.93719 2.59137 -0.29913
Se -3.06093 0.01537 -3.92284
Se -2.28298 -1.18497 -5.68786
Te -0.96687 -3.17976 -4.89806
Se 1.31700 -2.27394 -4.35445
C -1.19907 -3.18763 2.03872
N -1.39265 -1.77162 1.75387
C -0.25564 -0.94876 2.17441
P -2.05527 -1.25818 0.30076
O -1.13773 -0.89945 -0.80664
N -2.81865 0.15205 0.79061
C -3.43167 0.33997 2.08860
C -3.50236 0.85219 -0.29342
N -3.17735 -2.39322 -0.13305
C -4.27649 -2.71753 0.75023
C -3.28924 -2.91820 -1.48734
H -0.21767 -3.53858 1.71335
H -1.94710 -3.78046 1.51814
H -1.29208 -3.34852 3.11777
H 0.67406 -1.27981 1.70420
H -0.14828 -1.00951 3.26200
H -0.42078 0.09046 1.88868
H -4.50906 0.12578 2.07279
H -3.30251 1.38099 2.40209
H -2.95500 -0.30473 2.82303
H -2.99800 0.65144 -1.23940
H -3.48332 1.92980 -0.11161
H -4.54992 0.53657 -0.38751
H -4.06857 -2.35398 1.75741
H -4.41246 -3.80262 0.79469
H -5.21448 -2.27003 0.40029
H -2.49358 -2.52097 -2.10332
H -4.23493 -2.61546 -1.94509
H -3.21588 -4.01052 -1.48287

2.
8
Properties=species:S:1:pos:R:3 method="wB97M-V/def2-TZVPD" e_homo_ev=-9.85 total_energy_ev=-7703.807 homo_lumo_gap_ha=0.373 lumo_ha=0.011 de_lowest_kj_mol=389.4
C 1.59665 -0.63721 -0.03802
C -1.82708 0.62534 0.13187
N 0.34476 -0.41968 -0.06521
O -2.52317 1.48451 -0.31973
O -0.07357 0.87921 -0.19373
H 1.97725 -1.64725 0.02898
H 2.42260 -0.03440 -0.19193
H -1.91744 -0.25052 0.64777

3.
18
Properties=species:S:1:pos:R:3 method="wB97M-V/def2-TZVPD" smiles="NC[C@H]1NN=C[C@H]1N" e_homo_ev=-8.41 total_energy_ev=-10265.591 homo_lumo_gap_ha=0.342 lumo_ha=0.033 de_lowest_kj_mol=507.5
N 1.05838 0.66492 -1.31950
C 0.49744 1.49091 -0.27578
C -0.65383 0.64925 0.72518
N -1.72083 0.12302 -0.09862
N -1.15872 -1.00911 -0.91312
C -0.25333 -1.33838 -0.19105
C 0.01335 -0.62319 1.09333
N 1.51673 -0.50343 1.02629
H 1.64383 1.35363 -1.85106
H 0.57734 0.24577 -2.07435
H 1.37896 1.69654 0.36632
H -0.02314 2.61757 -0.36866
H -0.90008 1.16029 1.72331
H -2.26591 0.71913 -0.87688
H 0.46158 -2.19350 -0.29602
H -0.23666 -1.41003 2.01303
H 1.82679 -0.39591 2.03228
H 2.04654 0.20719 0.35666

4.
22
Properties=species:S:1:pos:R:3 method="wB97M-V/def2-TZVPD" charge=+1 e_homo_ev=-14.19 total_energy_ev=-24302.252 homo_lumo_gap_ha=0.356 lumo_ha=-0.166 de_lowest_kj_mol=61.1
C -0.82990 -2.12566 -1.43537
C 0.16234 0.65475 -0.02257
C -2.24339 -2.10097 -0.92915
C 0.08635 -0.87772 0.32700
C 2.63643 2.69813 -0.00414
C 1.34841 2.49735 0.74064
N 0.07972 -1.65312 -0.70074
N -2.27464 -1.37794 0.38625
O -0.48893 1.25462 -0.78054
O 1.09294 1.05325 0.78926
S 0.59192 -1.39197 1.88772
H -0.46943 -2.49139 -2.39648
H -2.71245 -1.51359 -1.69952
H -2.68709 -3.04278 -0.88857
H 2.69591 2.27422 -0.97630
H 2.65234 3.77988 -0.09660
H 3.42584 2.22185 0.67957
H 0.55117 3.04175 0.41569
H 1.49319 2.71216 1.81068
H -3.07005 -0.78958 0.31210
H -2.68386 -2.09090 1.03402
H 0.64317 -2.73234 1.54706

5.
4
Properties=species:S:1:pos:R:3 method="wB97M-V/def2-TZVPD" e_homo_ev=-9.95 total_energy_ev=-3010.631 homo_lumo_gap_ha=0.390 lumo_ha=0.024 de_lowest_kj_mol=8.1
H -0.66377 -0.57960 0.61791
N -0.77792 0.03010 -0.22611
N 0.35545 0.49233 -0.52052
H 1.08624 0.05717 0.12872

6.
14
Properties=species:S:1:pos:R:3 method="wB97M-V/def2-TZVPD" smiles=C[C@H]1CN1C e_homo_ev=-8.67 total_energy_ev=-5782.591 homo_lumo_gap_ha=0.364 lumo_ha=0.046 de_lowest_kj_mol=117.8
C -1.80884 0.48225 -0.41948
C -0.52771 0.38762 0.38012
C -0.07278 -0.96498 0.81911
N 0.54777 -0.29313 -0.28726
C 1.92923 0.08426 -0.42859
H -2.68677 0.40671 0.23116
H -1.87552 1.41239 -0.99276
H -1.83596 -0.35232 -1.12896
H -0.31472 1.21883 1.06130
H -0.68868 -1.81248 0.52264
H 0.42074 -1.07614 1.78631
H 2.45071 0.49687 0.45128
H 2.47265 -0.80903 -0.75641
H 1.98988 0.81916 -1.23847